1.
Here is a structure of composition C20H44O8 from OMol25. Energies are from ωB97M-V with the def2-TZVPD basis set.

The value obtained for the frontier orbital gap is 8.271 eV.

Structure (ORCA input):
```
! wB97M-V def2-TZVPD RIJCOSX def2/J DEFGRID3
* xyz 0 1
C 10.7146 8.0709 -17.7302
C 11.4610 6.9132 -18.4718
O 10.5223 5.9454 -19.0081
C 9.8061 6.3976 -20.1792
C 8.6377 5.4887 -20.4198
H 11.4112 8.7490 -17.2371
H 10.0662 8.6553 -18.3830
H 10.2085 7.4872 -16.9613
H 12.2627 7.2143 -19.1461
H 12.0930 6.4287 -17.7275
H 9.4344 7.4218 -20.1476
H 10.6094 6.3183 -20.9116
H 8.8952 4.4367 -20.5425
H 7.9849 5.7007 -21.2666
H 7.9075 5.4812 -19.6105
C 3.2470 7.3863 -18.8182
C 3.4674 5.9965 -19.2465
O 4.8584 5.7510 -19.1899
C 5.2786 4.5565 -19.8157
C 6.8069 4.4630 -19.6656
H 3.6037 8.0891 -19.5712
H 2.2043 7.6512 -18.6429
H 3.8202 7.5856 -17.9128
H 2.8883 5.2297 -18.7321
H 3.2207 5.9381 -20.3066
H 4.9655 3.6702 -19.2639
H 5.0093 4.5069 -20.8708
H 7.0871 4.6610 -18.6310
H 7.3152 5.1228 -20.3687
H 7.0916 3.4491 -19.9469
O 8.2320 4.4894 -15.0167
C 7.1557 4.0452 -14.8447
O 6.3418 3.6605 -15.8015
C 6.8395 3.8714 -17.1919
C 6.1486 2.6918 -17.8561
C 6.5265 3.8926 -13.5178
H 7.9048 3.7471 -17.3866
H 6.5613 4.8566 -17.5663
H 5.0772 2.8898 -17.8870
H 6.2663 1.7456 -17.3279
H 6.6143 2.5445 -18.8306
H 5.5239 3.4717 -13.5936
H 6.5103 4.8905 -13.0796
H 7.1333 3.1842 -12.9538
O 7.4359 6.8284 -21.5196
C 7.5947 8.0452 -21.5787
O 6.6239 8.9500 -21.3686
C 5.2772 8.4804 -21.1199
C 4.4477 9.5748 -20.3709
C 8.9932 8.6954 -21.7810
H 5.3001 7.4919 -20.6611
H 4.7793 8.2031 -22.0491
H 5.0710 10.4684 -20.4024
H 4.1868 9.1665 -19.3945
H 3.5119 9.7847 -20.8889
H 9.5189 8.9441 -20.8591
H 8.7992 9.4423 -22.5509
H 9.7426 7.9983 -22.1560
O 3.1535 6.5408 -16.8805
C 2.5239 7.5559 -16.6497
O 1.4588 7.5441 -15.8079
C 1.1175 6.3255 -15.1448
C 0.0667 6.7170 -14.0602
C 2.8625 8.8503 -17.3457
H 1.9500 5.9532 -14.5477
H 0.7313 5.4973 -15.7388
H -0.1995 5.7918 -13.5491
H -0.8144 7.0683 -14.5972
H 0.4813 7.5114 -13.4396
H 2.5664 8.8751 -18.3945
H 3.9304 9.0683 -17.3618
H 2.1806 9.6247 -16.9945
*
```

=====

2.
Here is a structure of composition C20H45AsF6HfN3S2SbSi3 from OMol25. Energies are from ωB97M-V with the def2-TZVPD basis set.

The expectation value of S² is 0.755. The value obtained for the frontier orbital gap (spin up / spin down) is 8.114 / 4.608 eV.

Structure (ORCA input):
```
! wB97M-V def2-TZVPD RIJCOSX def2/J DEFGRID3
* xyz 3 2
Hf 0.5891 -0.3732 0.7603
C 5.3865 -0.2606 1.5516
Si 3.5516 -0.0813 1.7797
C 2.8430 -1.6555 2.5720
C 3.2389 1.3785 2.9070
C 2.5622 0.0487 0.1007
Si 3.3414 -1.1312 -1.2264
C 3.7289 -2.8288 -0.5436
C 4.9321 -0.4431 -1.9241
C 2.1383 -1.2794 -2.6833
Si 2.7001 1.8110 -0.5742
C 2.2675 1.9995 -2.3876
C 4.2811 2.7344 -0.2595
C 1.2370 2.6784 0.2871
C 1.1309 4.0571 0.4068
C -0.0149 4.6355 0.9286
C -1.0644 3.8078 1.3129
C -0.9207 2.4480 1.1727
N 0.2040 1.8762 0.6780
H 5.8209 -0.3676 2.5505
H 5.8278 0.6294 1.1023
H 5.6873 -1.1299 0.9704
H 2.3655 -1.4893 3.5381
H 3.6779 -2.3423 2.7392
H 2.1599 -2.2265 1.9259
H 3.4621 1.0642 3.9307
H 2.2215 1.7707 2.9090
H 3.9163 2.2031 2.6874
H 4.5023 -2.8141 0.2246
H 4.1153 -3.4330 -1.3693
H 2.8523 -3.3375 -0.1455
H 5.7458 -0.4177 -1.2008
H 4.8378 0.5493 -2.3653
H 5.2390 -1.1188 -2.7286
H 1.1416 -0.8661 -2.4857
H 2.0034 -2.3238 -2.9706
H 2.5400 -0.7518 -3.5504
H 3.0105 1.5600 -3.0526
H 2.2417 3.0714 -2.6050
H 1.2931 1.5906 -2.6574
H 5.1408 2.1657 -0.6170
H 4.4533 2.9843 0.7851
H 4.2645 3.6673 -0.8294
H 1.9614 4.6770 0.0939
H -0.0944 5.7098 1.0330
H -1.9790 4.2093 1.7255
H -1.7205 1.7898 1.4793
F -1.6199 -0.4052 1.5456
Sb -1.2582 -0.8283 3.4751
F 0.3736 0.2062 2.8465
F -0.4930 -1.2006 5.0933
F -2.0884 0.7495 3.9048
F -2.7146 -1.9514 3.4808
F -0.1525 -2.1245 2.5436
C -3.6185 -1.1566 -0.8403
N -3.3468 -0.8024 -2.2343
C -2.3304 -0.1057 -2.6924
S -1.0729 0.5878 -1.6776
N -2.1842 0.1413 -3.9808
C -3.0446 -0.4160 -5.0253
H -4.0932 -2.1341 -0.8245
H -4.2893 -0.4303 -0.3836
H -2.6867 -1.2075 -0.2899
H -4.0712 -1.0374 -2.9026
H -1.4536 0.7836 -4.2546
H -4.0518 -0.0004 -4.9516
H -3.0782 -1.5040 -4.9507
H -2.6309 -0.1475 -5.9919
C -1.8904 -4.6480 1.4004
As -0.1509 -4.4646 0.6147
C 0.0432 -5.7734 -0.7701
C 1.1800 -4.8358 1.9455
S 0.0654 -2.5861 -0.4810
H -2.0772 -5.7135 1.5378
H -2.6357 -4.2325 0.7266
H -1.9250 -4.1419 2.3599
H -0.0402 -6.7651 -0.3258
H 1.0208 -5.6576 -1.2341
H -0.7389 -5.6330 -1.5131
H 0.9903 -5.8556 2.2849
H 1.0932 -4.1505 2.7833
H 2.1718 -4.7832 1.5019
*
```

=====

3.
Here is a structure of composition C20H45DyN2OP3S from OMol25. Energies are from ωB97M-V with the def2-TZVPD basis set.

The expectation value of S² is 9.343. The value obtained for the frontier orbital gap (spin up / spin down) is 3.860 / 3.931 eV.

Structure (ORCA input):
```
! wB97M-V def2-TZVPD RIJCOSX def2/J DEFGRID3
* xyz 3 6
Dy 0.4916 -0.3753 -0.4122
P -0.8847 -2.6238 1.3770
P -1.9259 -0.9959 -1.9745
P 1.1357 0.5126 2.2465
H -2.9691 8.0797 -2.3776
C -1.9695 8.3627 -2.0013
C -0.8928 8.3713 -2.8043
H -0.9698 8.1118 -3.8742
C -2.3151 -2.3234 2.4215
C -1.3243 -3.9841 0.2847
C 0.4119 -3.2969 2.4320
C -1.9286 0.3508 -3.2277
C -1.9931 -2.5045 -3.0374
C -3.6656 -0.9235 -1.3727
C 1.8098 2.1985 1.9702
C 2.4614 -0.2823 3.2475
C -0.1341 0.8406 3.5389
H -1.8998 8.6709 -0.9419
H 0.0974 8.6870 -2.4327
H -2.5815 -3.2827 2.8796
H -3.1413 -1.9383 1.8138
H -2.0714 -1.5721 3.1812
H -1.6065 -4.8273 0.9376
H -0.4727 -4.2898 -0.3413
H -2.1680 -3.7406 -0.3680
H -0.0303 -3.4790 3.4226
H 1.2966 -2.6524 2.5587
H 0.7457 -4.2564 2.0115
H -2.5517 0.0962 -4.0995
H -0.8980 0.5395 -3.5640
H -2.2933 1.2792 -2.7723
H -3.0273 -2.7608 -3.3229
H -1.5546 -3.3546 -2.4982
H -1.3891 -2.3414 -3.9405
H -4.3972 -0.9223 -2.1926
H -3.8028 -0.0111 -0.7787
H -3.8732 -1.7762 -0.7157
H 2.4676 2.4845 2.8073
H 0.9903 2.9202 1.8683
H 2.3818 2.2258 1.0317
H 3.1118 0.4731 3.7190
H 3.0828 -0.9086 2.5908
H 2.0320 -0.9255 4.0293
H 0.1906 1.5995 4.2674
H -0.3772 -0.0859 4.0746
H -1.0512 1.1997 3.0552
C -0.3055 2.7885 -0.9504
C -1.5598 2.9791 -0.3200
C -2.0668 4.2601 -0.1967
C -1.3680 5.3610 -0.6853
C -0.1397 5.1703 -1.3371
C 0.3970 3.8908 -1.4761
O 0.2247 1.5732 -1.0146
H -0.9674 -1.2313 0.8112
H -2.0800 2.1032 0.0745
H -3.0345 4.4072 0.2954
H -1.7696 6.3651 -0.5871
H 0.4055 6.0211 -1.7488
H 1.3485 3.6732 -1.9574
C 5.0384 -3.4721 0.1852
N 3.8336 -2.6481 0.0215
C 2.8641 -2.9537 -0.8767
S 2.1377 -1.7437 -1.9331
N 2.4672 -4.2308 -1.0108
C 2.5439 -5.2468 0.0425
H 4.9006 -4.4263 -0.3233
H 5.2155 -3.6490 1.2495
H 5.9079 -2.9459 -0.2182
H 4.0009 -1.6451 0.1082
H 1.7920 -4.3795 -1.7543
H 1.5460 -5.6490 0.2408
H 3.1549 -6.0763 -0.3298
H 2.9654 -4.8644 0.9740
*
```

=====

4.
Here is a structure of composition C20H45GaN2P3SSe from OMol25. Energies are from ωB97M-V with the def2-TZVPD basis set.

The value obtained for the frontier orbital gap is 4.267 eV.

Structure (ORCA input):
```
! wB97M-V def2-TZVPD RIJCOSX def2/J DEFGRID3
* xyz 3 1
Ga -0.6582 0.4090 0.1785
P 1.6818 -0.2891 1.8087
P 0.7699 2.3366 -0.3086
P -0.9539 -2.0196 0.2901
H -3.5254 1.6383 -5.9198
C -4.1826 1.0064 -5.3138
C -4.1937 1.0813 -3.9701
H -3.5259 1.7856 -3.4679
C 3.0919 -0.9585 0.8414
C 2.5387 0.9862 2.7961
C 1.5550 -1.5506 3.1215
C -0.0875 2.9821 -1.7746
C 0.7480 3.7036 0.9271
C 2.5283 2.1832 -0.8152
C -2.1417 -2.2388 -1.0882
C -1.7605 -2.7026 1.7987
C 0.4098 -3.1956 -0.0733
H -4.8681 0.3419 -5.8638
H -4.9397 0.4881 -3.4321
H 3.9477 -1.1508 1.5039
H 3.3936 -0.2437 0.0635
H 2.8056 -1.8950 0.3419
H 3.3275 0.5083 3.3830
H 1.8432 1.4741 3.4876
H 2.9921 1.7573 2.1725
H 2.4595 -1.5311 3.7311
H 1.4420 -2.5557 2.7163
H 0.6999 -1.3535 3.7776
H 0.2951 3.9722 -2.0584
H -1.1562 3.0538 -1.5407
H 0.0462 2.2825 -2.6066
H 1.0906 4.6444 0.4605
H 1.4037 3.4677 1.7776
H -0.2828 3.8316 1.2990
H 2.8839 3.1449 -1.2327
H 2.6181 1.4029 -1.5896
H 3.1723 1.9207 0.0395
H -2.5065 -3.2775 -1.1603
H -1.6539 -1.9509 -2.0310
H -2.9897 -1.5591 -0.9161
H -2.2879 -3.6460 1.5672
H -2.4792 -1.9619 2.1856
H -1.0084 -2.8948 2.5805
H 0.0052 -4.1914 -0.3206
H 1.0828 -3.3066 0.7892
H 0.9924 -2.8266 -0.9315
C 0.9027 -1.1144 -4.6922
C -0.3459 -0.4521 -4.5198
C -1.3194 -0.5978 -5.4987
C -1.1095 -1.3651 -6.6379
C 0.1026 -2.0468 -6.7800
C 1.1124 -1.8983 -5.8417
Se 2.4407 -0.9694 -3.5286
H 2.3770 -2.2993 -2.8691
H -0.5463 0.1836 -3.6429
H -2.2973 -0.1101 -5.4648
H -1.8713 -1.4032 -7.4248
H 0.2430 -2.6996 -7.6328
H 2.0575 -2.4171 -5.9938
C 0.2072 2.4248 5.7631
N -0.0813 2.0327 4.3806
C -0.8901 0.9900 4.0006
S -1.7580 1.0626 2.4879
N -1.0433 -0.1224 4.7428
C -0.5287 -0.4040 6.1207
H -0.6685 2.3565 6.4185
H 0.5637 3.4638 5.7681
H 1.0159 1.7881 6.1383
H -0.2084 2.8010 3.7148
H -1.7311 -0.7665 4.3617
H -0.8707 0.3341 6.8765
H -0.9386 -1.3973 6.4338
H 0.5627 -0.4772 6.0957
*
```

=====

5.
Here is a cluster of 9 separate species, C20H45N2O10S3 in total from OMol25. Energies are from ωB97M-V with the def2-TZVPD basis set.

The value obtained for the frontier orbital gap is 9.178 eV.

Structure (ORCA input):
```
! wB97M-V def2-TZVPD RIJCOSX def2/J DEFGRID3
* xyz -1 1
N 6.9090 39.3421 31.8892
O 6.7402 39.1119 33.1214
O 7.1023 38.3716 31.0878
O 6.8551 40.5292 31.4562
C 8.4101 35.4549 31.1468
C 8.2096 35.2671 29.7039
N 8.0504 35.0782 28.5845
H 7.4457 35.6317 31.6041
H 9.1244 36.2433 31.3533
H 8.8482 34.5097 31.4873
C 4.5018 42.6641 32.5956
S 2.7749 42.1518 32.6515
O 2.1019 42.8633 31.5262
C 3.0129 40.4462 32.1170
H 5.0659 42.0727 33.3230
H 4.5351 43.7238 32.8208
H 4.9562 42.4490 31.6289
H 2.0240 40.0173 31.9727
H 3.5309 39.8496 32.8701
H 3.5563 40.4249 31.1717
C 10.1099 39.1244 32.3886
S 11.0152 40.6806 32.2852
O 12.0536 40.6798 33.3455
C 9.6356 41.6993 32.8284
H 10.7585 38.2581 32.3276
H 9.3682 39.1218 31.5747
H 9.4231 39.0556 33.2427
H 10.0487 42.7024 32.9526
H 9.1243 41.3854 33.7332
H 8.9088 41.7666 32.0118
C 5.2839 36.8493 35.9473
S 7.0505 37.2364 36.0311
O 7.5943 36.5065 37.2105
C 7.4463 36.3440 34.5238
H 5.1412 35.7924 36.1796
H 4.8899 36.9759 34.9351
H 4.7036 37.4946 36.6017
H 8.4391 36.6353 34.1727
H 6.7794 36.6932 33.7357
H 7.3881 35.2548 34.5763
C 5.8938 40.8918 36.2769
C 7.1774 41.4937 36.7919
O 7.1812 42.4539 37.5208
C 8.4759 41.0237 36.1891
H 5.1472 41.6680 36.1513
H 5.5576 40.1082 36.9622
H 6.1246 40.3838 35.3361
H 8.4171 40.0796 35.6524
H 9.2851 40.9648 36.9229
H 8.8236 41.8303 35.5357
C 4.4560 36.0909 31.3803
C 3.1402 36.6854 31.7670
O 2.7984 36.7365 32.9302
C 2.3171 37.3557 30.6992
H 5.1825 36.8394 31.0441
H 4.3447 35.3877 30.5435
H 4.8733 35.5426 32.2214
H 1.8568 36.6255 30.0326
H 2.9158 38.0755 30.1401
H 1.5192 37.9091 31.1895
C 9.5127 38.2315 28.6336
C 9.8718 39.6481 28.2351
O 10.6619 39.8626 27.3514
C 9.1124 40.7457 28.9517
H 9.7349 38.0954 29.6921
H 10.1371 37.5211 28.0905
H 8.4689 37.9882 28.4538
H 8.0594 40.4793 28.9697
H 9.2566 41.6569 28.3748
H 9.4267 40.8099 29.9908
C 5.2366 37.9632 27.1070
C 5.0340 39.4545 27.1602
O 4.8625 40.0874 26.1524
C 5.0119 40.0569 28.5342
H 5.5627 37.6178 26.1318
H 4.3378 37.4066 27.3932
H 5.9799 37.6528 27.8547
H 5.9730 40.0352 29.0396
H 4.2883 39.4481 29.0883
H 4.6503 41.0840 28.5320
*
```

=====

6.
Here is a cluster of 3 separate species, C20H45NO8 in total from OMol25. Energies are from ωB97M-V with the def2-TZVPD basis set.

As for the structure (SMILES): CCCOC(=O)NCC(C)C.COCCOCCOC.COCCOCCOC. The value obtained for the frontier orbital gap is 9.834 eV.

Structure (ORCA input):
```
! wB97M-V def2-TZVPD RIJCOSX def2/J DEFGRID3
* xyz 0 1
C 4.9291 -1.6825 -1.6674
C 3.5365 -2.2819 -1.3906
C 2.7720 -2.7371 -2.6264
O 1.7827 -1.8142 -3.1132
C 2.1962 -0.5244 -3.1636
O 3.2075 -0.1757 -3.7506
N 1.3361 0.3956 -2.5544
C 0.3023 -0.1246 -1.6440
C -0.9033 -0.8224 -2.3247
C -1.0294 -0.5508 -3.8324
C -0.9392 -2.3276 -1.9968
H 5.2677 -1.9851 -2.6538
H 4.8773 -0.5980 -1.6922
H 5.6515 -1.9773 -0.9159
H 2.9564 -1.5872 -0.7874
H 3.6705 -3.1620 -0.7645
H 2.2131 -3.6398 -2.4043
H 3.4666 -2.9640 -3.4326
H 1.9478 1.0022 -2.0239
H -0.0758 0.7286 -1.0855
H 0.7044 -0.8089 -0.8958
H -1.7912 -0.4014 -1.8579
H -2.0823 -0.4037 -4.0691
H -0.7144 -1.4206 -4.3996
H -0.5096 0.3448 -4.1495
H -1.1728 -2.9268 -2.8718
H 0.0128 -2.6685 -1.6033
H -1.6858 -2.5361 -1.2343
C -1.2876 5.5389 -2.6147
O -2.4930 5.0534 -2.0652
C -2.7320 3.6795 -2.3114
C -3.2820 2.9605 -1.0977
O -2.3708 2.8033 -0.0193
C -2.0126 3.9543 0.7319
C -3.1115 4.5411 1.5911
O -4.1022 5.1964 0.8194
C -5.4159 5.0246 1.3013
H -1.3825 5.7059 -3.6929
H -1.0652 6.4889 -2.1307
H -0.4558 4.8512 -2.4286
H -1.8146 3.1781 -2.6394
H -3.4731 3.5980 -3.1173
H -3.5141 1.9427 -1.4239
H -4.2183 3.4037 -0.7573
H -1.5568 4.7181 0.1010
H -1.2370 3.6004 1.4160
H -2.6579 5.2777 2.2672
H -3.5567 3.7422 2.1946
H -5.6158 3.9777 1.5543
H -6.0988 5.3233 0.5074
H -5.6017 5.6495 2.1816
C -1.4567 -2.6152 1.8053
O -0.4186 -3.3026 2.4687
C 0.5959 -3.7741 1.5984
C 1.9864 -3.5275 2.1403
O 2.3891 -2.1682 2.1611
C 1.8361 -1.2953 3.1332
C 2.3030 -1.5297 4.5527
O 1.7532 -2.7139 5.1023
C 2.6419 -3.4342 5.9265
H -2.1311 -3.3168 1.3017
H -2.0204 -2.0554 2.5502
H -1.0525 -1.9095 1.0717
H 0.5116 -3.3025 0.6129
H 0.4639 -4.8568 1.4707
H 2.6808 -4.0082 1.4453
H 2.1254 -4.0064 3.1106
H 0.7465 -1.2719 3.0770
H 2.1943 -0.3038 2.8447
H 1.9759 -0.6791 5.1650
H 3.3979 -1.5684 4.5661
H 3.6292 -3.5311 5.4621
H 2.2270 -4.4315 6.0646
H 2.7503 -2.9574 6.9068
*
```

=====

> Which formula does entry 6 have?

C20H45NO8